(P)
The following is a DFT calculation (ωB97M-V with the def2-TZVPD basis set) of C19H24ClIN7O6Ti as an isolated structure.

Positions of all 59 atoms, in Å:
Ti1 0.86637 0.37751 -0.30443
O1 0.35977 2.37486 1.10398
C1 0.24759 3.57396 0.33478
C2 -0.34557 3.23345 -1.01278
N1 0.44721 2.17391 -1.66398
C3 1.77922 2.67457 -2.06511
C4 2.80752 2.42400 -0.97187
O2 3.78903 3.09421 -0.82631
O3 2.49623 1.36601 -0.23484
C5 -0.26188 1.60818 -2.81902
C6 0.35457 0.25858 -3.14612
O4 0.19112 -0.29593 -4.19574
O5 1.05985 -0.22787 -2.13584
H1 -0.54338 2.09326 1.33916
H2 1.25100 3.99142 0.25750
H3 -0.38098 4.30315 0.84944
H4 -0.39754 4.12165 -1.65176
H5 -1.35843 2.85166 -0.87488
H6 1.74986 3.73311 -2.32871
H7 2.11957 2.11722 -2.93983
H8 -0.22939 2.26204 -3.69312
H9 -1.30744 1.44003 -2.55067
C7 2.87668 -1.80583 4.49068
N2 2.09265 -0.77810 3.81149
C8 2.04870 0.55735 4.39667
C9 1.74752 -0.90938 2.51221
N3 1.34394 0.05614 1.75870
N4 1.82427 -2.19330 2.00243
C10 1.70845 -2.51596 0.67536
N5 1.84763 -3.83104 0.40069
N6 1.47021 -1.62567 -0.22635
H10 3.07474 -1.46708 5.50250
H11 3.83123 -1.99089 3.99453
H12 2.31993 -2.74067 4.58849
H13 2.17063 0.46837 5.47163
H14 1.07817 1.01696 4.21097
H15 2.83832 1.20207 4.00171
H16 1.44675 0.97174 2.17731
H17 1.91814 -2.95034 2.65695
H18 2.28120 -4.45858 1.05513
H19 1.82560 -4.12857 -0.55951
H20 1.43989 -1.98815 -1.17381
Cl1 -6.51091 -1.26240 -1.26827
C11 -4.88242 -0.81888 -0.88820
C12 -4.65515 0.14858 0.03913
C13 -3.33290 0.53680 0.34600
I1 -3.08820 2.00382 1.80478
C14 -2.24274 -0.03656 -0.26131
O6 -0.99591 0.34926 0.00865
C15 -2.48138 -1.09320 -1.20512
N7 -1.39633 -1.68420 -1.75695
C16 -1.58595 -2.60439 -2.66694
C17 -2.85867 -3.03877 -3.08610
C18 -3.96182 -2.47755 -2.51536
C19 -3.80005 -1.46888 -1.53978
H21 -5.48768 0.62427 0.53682
H22 -0.69497 -3.03230 -3.11476
H23 -2.94602 -3.79990 -3.84802
H24 -4.95782 -2.78376 -2.80220

As for the total charge: +1. The value obtained for the lowest unoccupied orbital energy is -3.17 eV. The calculation puts the orbital gap at 7.5 eV. The value obtained for the highest occupied orbital energy is -10.71 eV. The spin multiplicity is 1.

Charges in e, computed with Löwdin, in the same order as the atoms: atom 1 (Ti): 1.212, atom 2 (O): -0.166, atom 3 (C): -0.173, atom 4 (C): -0.134, atom 5 (N): -0.207, atom 6 (C): -0.045, atom 7 (C): -0.567, atom 8 (O): 0.135, atom 9 (O): -0.131, atom 10 (C): -0.061, atom 11 (C): -0.579, atom 12 (O): 0.128, atom 13 (O): -0.170, atom 14 (H): -0.036, atom 15 (H): 0.132, atom 16 (H): 0.134, atom 17 (H): 0.147, atom 18 (H): 0.110, atom 19 (H): 0.150, atom 20 (H): 0.152, atom 21 (H): 0.152, atom 22 (H): 0.139, atom 23 (C): -0.024, atom 24 (N): -0.130, atom 25 (C): -0.016, atom 26 (C): -0.361, atom 27 (N): 0.093, atom 28 (N): 0.182, atom 29 (C): -0.424, atom 30 (N): 0.195, atom 31 (N): 0.080, atom 32 (H): 0.095, atom 33 (H): 0.106, atom 34 (H): 0.091, atom 35 (H): 0.096, atom 36 (H): 0.099, atom 37 (H): 0.112, atom 38 (H): 0.061, atom 39 (H): 0.136, atom 40 (H): 0.119, atom 41 (H): 0.125, atom 42 (H): 0.093, atom 43 (Cl): 0.734, atom 44 (C): -0.601, atom 45 (C): -0.171, atom 46 (C): -0.603, atom 47 (I): 1.088, atom 48 (C): -0.353, atom 49 (O): -0.242, atom 50 (C): -0.143, atom 51 (N): 0.126, atom 52 (C): -0.110, atom 53 (C): -0.024, atom 54 (C): -0.012, atom 55 (C): -0.159, atom 56 (H): 0.096, atom 57 (H): 0.117, atom 58 (H): 0.113, atom 59 (H): 0.096


(Q)
The following is a DFT calculation (ωB97M-V with the def2-TZVPD basis set) of C19H24ClIN7O6Ti as an isolated structure.

Positions of all 59 atoms, in Å:
Ti1 0.20110 -0.21482 0.34836
O1 -2.03433 1.39272 2.73851
C1 -3.04416 0.45412 2.43138
C2 -2.52097 -0.95647 2.14699
N1 -1.72296 -1.20377 0.90864
C3 -2.49938 -0.84366 -0.29359
C4 -2.19011 0.63222 -0.63926
O2 -2.90533 1.28959 -1.34185
O3 -1.07248 1.03630 -0.06675
C5 -1.27245 -2.61171 0.95949
C6 0.06788 -2.62702 1.72491
O4 0.34058 -3.44911 2.55537
O5 0.81917 -1.60783 1.36548
H1 -1.71323 1.78602 1.92049
H2 -3.65912 0.38210 3.32881
H3 -3.68884 0.81166 1.62310
H4 -1.91415 -1.26137 3.00294
H5 -3.39522 -1.61558 2.10060
H6 -2.17707 -1.43465 -1.15162
H7 -3.57591 -0.97714 -0.17726
H8 -1.99358 -3.27181 1.44158
H9 -1.06826 -2.97532 -0.04641
C7 4.88441 2.71074 0.37204
N2 3.68098 2.23181 -0.29557
C8 3.55535 2.42335 -1.73635
C9 2.76615 1.47401 0.33109
N3 1.72854 0.95648 -0.24821
N4 2.96334 1.24706 1.68157
C10 1.94540 0.97277 2.57951
N5 2.32041 0.99514 3.87487
N6 0.74065 0.78274 2.17178
H10 5.34642 3.47401 -0.24542
H11 5.61498 1.91070 0.52261
H12 4.64991 3.18223 1.32724
H13 4.24853 3.19632 -2.05154
H14 2.54993 2.75624 -1.99539
H15 3.78641 1.50664 -2.28491
H16 1.57358 1.20391 -1.22268
H17 3.87200 1.44548 2.05832
H18 3.28073 1.06542 4.15809
H19 1.65380 0.73170 4.57838
H20 0.07261 0.66653 2.92717
Cl1 -0.33450 -2.25694 -6.85527
C11 -0.07964 -1.89566 -5.18859
C12 0.20257 -2.91423 -4.32194
C13 0.39269 -2.63786 -2.96156
I1 0.83358 -4.18688 -1.61696
C14 0.29696 -1.36013 -2.45152
O6 0.33966 -1.13246 -1.12910
C15 0.11848 -0.28162 -3.37662
N7 0.21448 0.97739 -2.88873
C16 -0.04469 1.97869 -3.69367
C17 -0.38033 1.81466 -5.04890
C18 -0.38642 0.55706 -5.58032
C19 -0.12203 -0.55111 -4.74590
H21 0.26253 -3.93062 -4.68318
H22 0.01812 2.96966 -3.25703
H23 -0.60561 2.68007 -5.65548
H24 -0.58495 0.39625 -6.63072

As for the total charge: +1. The value obtained for the lowest unoccupied orbital energy is -3.07 eV. The calculation puts the orbital gap at 7.8 eV. The value obtained for the highest occupied orbital energy is -10.89 eV. The spin multiplicity is 1.

Charges in e, computed with Löwdin, in the same order as the atoms: atom 1 (Ti): 1.084, atom 2 (O): -0.061, atom 3 (C): -0.208, atom 4 (C): -0.113, atom 5 (N): -0.204, atom 6 (C): -0.053, atom 7 (C): -0.572, atom 8 (O): 0.135, atom 9 (O): -0.144, atom 10 (C): -0.097, atom 11 (C): -0.586, atom 12 (O): 0.126, atom 13 (O): -0.138, atom 14 (H): 0.068, atom 15 (H): 0.133, atom 16 (H): 0.129, atom 17 (H): 0.140, atom 18 (H): 0.139, atom 19 (H): 0.135, atom 20 (H): 0.148, atom 21 (H): 0.143, atom 22 (H): 0.038, atom 23 (C): -0.022, atom 24 (N): -0.122, atom 25 (C): -0.009, atom 26 (C): -0.355, atom 27 (N): 0.086, atom 28 (N): 0.180, atom 29 (C): -0.438, atom 30 (N): 0.200, atom 31 (N): 0.077, atom 32 (H): 0.096, atom 33 (H): 0.106, atom 34 (H): 0.096, atom 35 (H): 0.095, atom 36 (H): 0.087, atom 37 (H): 0.111, atom 38 (H): 0.049, atom 39 (H): 0.131, atom 40 (H): 0.118, atom 41 (H): 0.127, atom 42 (H): 0.091, atom 43 (Cl): 0.745, atom 44 (C): -0.598, atom 45 (C): -0.154, atom 46 (C): -0.588, atom 47 (I): 1.088, atom 48 (C): -0.322, atom 49 (O): -0.232, atom 50 (C): -0.137, atom 51 (N): 0.110, atom 52 (C): -0.105, atom 53 (C): -0.025, atom 54 (C): -0.005, atom 55 (C): -0.158, atom 56 (H): 0.102, atom 57 (H): 0.119, atom 58 (H): 0.114, atom 59 (H): 0.099


Which structure loses on stability? (Q) does.


(P)
The following is a DFT calculation (ωB97M-V with the def2-TZVPD basis set) of a 2-piece molecular cluster, C2HNO4 overall.

Positions of all 8 atoms, in Å:
C1 -0.60235 -0.56773 -0.33103
C2 0.23503 -0.30084 -1.35066
N1 0.47718 0.57027 1.14557
O1 -0.70955 -1.56442 0.39805
O2 0.86071 -0.00423 -2.27630
O3 0.69582 1.75369 0.98695
O4 0.36301 -0.19953 2.05057
H1 -1.31985 0.31280 -0.62314

The value obtained for the lowest unoccupied orbital energy (alpha / beta) is -1.66 / -1.50 eV. The calculation puts the orbital gap (alpha / beta) at 7.5 / 8.3 eV. The value obtained for the highest occupied orbital energy (alpha / beta) is -9.20 / -9.82 eV. The spin multiplicity is 1.

Charges in e, computed with Löwdin, in the same order as the atoms: atom 1 (C): -0.387, atom 2 (C): -0.031, atom 3 (N): -0.264, atom 4 (O): 0.018, atom 5 (O): 0.275, atom 6 (O): 0.075, atom 7 (O): 0.125, atom 8 (H): 0.189


(Q)
The following is a DFT calculation (ωB97M-V with the def2-TZVPD basis set) of the molecule C2HNO4.

Positions of all 8 atoms, in Å:
O1 -2.06515 -0.71508 0.10205
C1 -0.96977 -0.37206 0.02686
N1 -0.57545 0.82086 -0.11412
O2 0.77745 0.93779 -0.20534
C2 1.16589 -0.31242 -0.13259
O3 2.33538 -0.71116 0.21120
O4 0.10079 -1.17119 -0.38942
H1 -0.76912 1.52325 0.50136

The value obtained for the lowest unoccupied orbital energy is 0.25 eV. The calculation puts the orbital gap at 11.6 eV. The SMILES is O=c1[nH]oc(=O)o1. The value obtained for the highest occupied orbital energy is -11.32 eV. The spin multiplicity is 1.

Charges in e, computed with Löwdin, in the same order as the atoms: atom 1 (O): 0.228, atom 2 (C): -0.594, atom 3 (N): 0.167, atom 4 (O): 0.157, atom 5 (C): -0.434, atom 6 (O): 0.103, atom 7 (O): 0.214, atom 8 (H): 0.159


Which structure loses on stability? (P) does.


(P)
The following is a DFT calculation (ωB97M-V with the def2-TZVPD basis set) of BF4Sn as an isolated structure.

Positions of all 6 atoms, in Å:
Sn1 -2.43900 -0.25959 0.44665
B1 0.50037 0.06706 -0.09589
F1 0.18863 0.31037 1.25105
F2 0.23732 -1.31857 -0.30896
F3 -0.28384 0.90438 -0.90805
F4 1.79653 0.29636 -0.38480

As for the total charge: +1. The value obtained for the lowest unoccupied orbital energy is -9.02 eV. The calculation puts the orbital gap at 7.5 eV. The value obtained for the highest occupied orbital energy is -16.54 eV. The spin multiplicity is 1.

Charges in e, computed with Löwdin, in the same order as the atoms: atom 1 (Sn): 1.937, atom 2 (B): -1.420, atom 3 (F): 0.088, atom 4 (F): 0.086, atom 5 (F): 0.088, atom 6 (F): 0.221


(Q)
The following is a DFT calculation (ωB97M-V with the def2-TZVPD basis set) of BF4Sn as an isolated structure.

Positions of all 6 atoms, in Å:
Sn1 -1.90501 -3.89775 -0.15594
B1 0.37860 0.79858 0.07335
F1 0.64864 0.13189 -1.10727
F2 -0.92613 1.13674 -0.02732
F3 0.68566 -0.15806 1.05167
F4 1.11827 1.98859 0.16550

As for the total charge: +1. The value obtained for the lowest unoccupied orbital energy is -10.92 eV. The calculation puts the orbital gap at 2.7 eV. The value obtained for the highest occupied orbital energy is -13.62 eV. The spin multiplicity is 1.

Charges in e, computed with Löwdin, in the same order as the atoms: atom 1 (Sn): 1.703, atom 2 (B): -1.316, atom 3 (F): 0.164, atom 4 (F): 0.178, atom 5 (F): 0.104, atom 6 (F): 0.167


Which structure loses on stability? (Q) does.